{
  "formula": "C40H108N7O12Y",
  "method": "the ωB97M-V functional and the def2-TZVPD basis",
  "energy_ha": -2912.80188,
  "multiplicity": 1,
  "lumo_energy_ev": -5.58,
  "orbital_gap_ha": 0.205,
  "total_charge": 2,
  "homo_ev": -11.15,
  "symbols": ["Y", "C", "C", "C", "O", "H", "H", "H", "H", "H", "H", "H", "C", "O", "H", "H", "H", "H", "C", "O", "H", "H", "H", "H", "C", "O", "H", "H", "H", "H", "C", "O", "H", "H", "H", "H", "C", "C", "C", "O", "C", "N", "H", "H", "H", "H", "H", "H", "H", "H", "H", "H", "H", "C", "C", "C", "O", "C", "N", "H", "H", "H", "H", "H", "H", "H", "H", "H", "H", "H", "C", "C", "C", "O", "C", "N", "H", "H", "H", "H", "H", "H", "H", "H", "H", "H", "H", "C", "C", "C", "O", "C", "N", "H", "H", "H", "H", "H", "H", "H", "H", "H", "H", "H", "C", "C", "C", "O", "C", "N", "H", "H", "H", "H", "H", "H", "H", "H", "H", "H", "H", "C", "C", "C", "O", "C", "N", "H", "H", "H", "H", "H", "H", "H", "H", "H", "H", "H", "C", "C", "C", "C", "C", "C", "N", "O", "C", "C", "C", "H", "H", "H", "H", "H", "H", "H", "H", "H", "H", "H", "H", "H", "H", "H", "H", "H", "H", "H"],
  "xyz": [[2.0479, 3.3603, 1.3466], [-1.1051, 0.6778, 0.3693], [0.0685, 0.3307, 1.2802], [0.4554, -1.1122, 0.9942], [1.1056, 1.2272, 1.1151], [-1.9263, -0.0376, 0.4235], [-0.7330, 0.7233, -0.6530], [-1.5484, 1.6308, 0.6850], [-0.3343, 0.3059, 2.3042], [-0.2787, -1.7907, 1.4415], [1.4506, -1.3660, 1.3667], [0.4533, -1.4840, -0.0408], [1.7880, -2.4581, 3.8400], [3.1260, -1.9830, 3.9400], [1.5160, -3.1571, 4.6341], [1.0615, -1.6516, 3.8213], [1.6993, -3.0113, 2.9001], [3.7417, -2.7174, 3.8829], [-2.6046, 2.6531, -2.0582], [-1.5825, 3.6762, -2.0834], [-2.1636, 1.6876, -2.2946], [-3.0997, 2.6350, -1.0901], [-3.3920, 2.8837, -2.7837], [-1.1280, 3.5202, -2.9186], [-0.5271, 3.1320, 3.6976], [0.5252, 3.9351, 3.1097], [-0.6732, 2.1844, 3.1823], [-0.2803, 2.9199, 4.7413], [-1.4869, 3.6483, 3.6706], [0.6125, 4.6523, 3.7544], [2.9169, 1.0527, 4.0515], [2.8986, 2.4246, 3.6263], [1.9432, 0.5936, 3.8629], [3.7140, 0.4385, 3.6391], [2.9357, 0.9715, 5.1450], [3.3826, 2.9478, 4.2752], [0.0908, 6.7632, 0.9252], [0.1542, 5.7038, -0.1718], [1.3813, 5.8024, -1.0717], [2.5219, 5.4201, -0.2903], [3.6320, 6.3138, -0.5480], [0.0041, 4.3381, 0.3924], [0.9649, 6.7370, 1.5893], [-0.7609, 6.5548, 1.5740], [0.0425, 7.7531, 0.4773], [-0.6890, 5.8933, -0.8479], [1.4738, 6.8416, -1.3899], [1.2660, 5.1894, -1.9676], [4.5144, 5.9958, -0.0016], [3.3446, 7.3186, -0.2326], [3.8309, 6.3151, -1.6211], [-0.4384, 3.8278, -0.3898], [-0.8201, 4.4233, 1.0060], [-5.9564, -4.4483, -0.1376], [-5.8382, -2.9907, -0.5827], [-4.6361, -2.3464, 0.0890], [-4.7814, -2.2376, 1.4829], [-3.9751, -1.2446, 2.0292], [-5.7808, -2.9088, -2.0524], [-5.1127, -5.0517, -0.4724], [-6.8801, -4.8841, -0.5285], [-6.0719, -4.4695, 0.9465], [-6.7597, -2.5039, -0.2393], [-4.5300, -1.3179, -0.2925], [-3.7350, -2.8860, -0.2350], [-4.1750, -1.1646, 3.0991], [-4.1977, -0.2386, 1.6401], [-2.9040, -1.4342, 1.8824], [-6.3123, -3.7084, -2.3917], [-6.3651, -2.1427, -2.3809], [4.7424, -1.4041, -1.3375], [4.8057, -1.7364, 0.1580], [6.2379, -1.8667, 0.6864], [6.8182, -2.9742, 0.0743], [8.0238, -3.4404, 0.6603], [4.0838, -0.7742, 0.9811], [5.1894, -0.4208, -1.5306], [3.7024, -1.4743, -1.6494], [5.3951, -2.1072, -1.8522], [4.3560, -2.7401, 0.1899], [6.0920, -2.0686, 1.7587], [6.8159, -0.9431, 0.5687], [7.8758, -3.7820, 1.6905], [8.7492, -2.6163, 0.6413], [8.3876, -4.2641, 0.0536], [3.7054, -1.1955, 1.8344], [3.1948, -0.5639, 0.5087], [-3.2302, -5.6738, 2.4891], [-1.9903, -4.8745, 2.7721], [-1.1589, -4.6351, 1.5230], [-0.8517, -5.8803, 0.9433], [-0.0507, -5.7528, -0.2055], [-2.2362, -3.5924, 3.4647], [-3.8639, -5.7638, 3.3774], [-3.0329, -6.6895, 2.1427], [-3.8683, -5.2128, 1.7299], [-1.3714, -5.4744, 3.4496], [-0.2590, -4.0859, 1.8300], [-1.7148, -4.0361, 0.7824], [-0.6980, -5.3737, -1.0134], [0.3236, -6.7240, -0.5154], [0.7439, -5.0079, -0.0722], [-2.5395, -3.8903, 4.3849], [-2.9524, -3.0162, 3.0255], [-4.0848, 4.4777, 4.1564], [-4.7467, 3.9441, 2.8916], [-3.7612, 3.5396, 1.7980], [-2.9143, 4.5843, 1.3379], [-3.5111, 5.3651, 0.3254], [-5.5024, 2.7330, 3.2139], [-3.5386, 5.4047, 3.9902], [-3.3357, 3.7424, 4.4802], [-4.8052, 4.5310, 4.9690], [-5.4180, 4.7271, 2.5279], [-4.3459, 3.1115, 0.9746], [-3.1495, 2.7023, 2.1470], [-3.7582, 4.7798, -0.5626], [-2.8186, 6.1489, 0.0152], [-4.3962, 5.8954, 0.6847], [-6.4707, 2.7041, 2.9498], [-5.3514, 2.4789, 4.1758], [6.2071, 2.3828, -0.2440], [4.7886, 2.9524, -0.1510], [3.9245, 2.7180, -1.3698], [2.5362, 2.8356, -0.9604], [1.6667, 2.3425, -1.9564], [4.1132, 2.2879, 1.0191], [6.7319, 2.7050, -1.1467], [6.1846, 1.2955, -0.2705], [6.7893, 2.7742, 0.5899], [4.8129, 4.0108, 0.1123], [3.9842, 1.7167, -1.8058], [4.1812, 3.4274, -2.1615], [0.6540, 2.5996, -1.6514], [1.6927, 1.2552, -2.0065], [1.8099, 2.7976, -2.9391], [4.8184, 2.3893, 1.7512], [4.1052, 1.2710, 0.8113], [-2.1676, -3.8288, -3.3329], [-1.6548, -3.0617, -4.5773], [-1.8780, -1.5427, -4.3475], [-0.9281, -0.9345, -3.3402], [0.4945, -1.2032, -3.8288], [0.8501, -2.6425, -4.1979], [-0.2591, -3.2870, -4.8814], [-0.0094, -4.6430, -5.2005], [2.0375, -2.5820, -5.1824], [1.2657, -3.3956, -2.9388], [-2.5296, -3.3998, -5.7719], [-2.2197, -4.8737, -3.6500], [-3.1918, -3.5655, -3.0570], [-1.5344, -3.6690, -2.4643], [-1.7348, -1.0733, -5.3279], [-2.9321, -1.3625, -4.1239], [-1.0941, -1.3302, -2.3337], [-1.0325, 0.1515, -3.2522], [1.1764, -0.9120, -3.0230], [0.7282, -0.5606, -4.6815], [1.6712, -2.2834, -6.1661], [2.7902, -1.8542, -4.8684], [2.5529, -3.5407, -5.2516], [2.1833, -3.0486, -2.4622], [0.4863, -3.1739, -2.1901], [1.1951, -4.4813, -2.9877], [-2.3380, -2.7892, -6.6528], [-3.5828, -3.3396, -5.4930], [-2.3647, -4.4418, -6.0605], [0.4232, -4.5635, -6.0607]],
  "forces_ev_per_angstrom": [[-2.09, -3.27, -0.49], [-0.22, 0.41, 0.38], [-0.82, -0.67, -0.63], [0.28, -1.07, -0.17], [1.44, 2.68, 0.47], [0.16, -0.22, -0.05], [-0.11, 0.13, -0.13], [0.17, 0.16, -0.29], [0.23, 0.24, 0.29], [0.15, 0.11, 0.39], [-0.22, 0.09, 0.30], [0.02, 0.85, -0.29], [0.04, -1.21, -0.50], [-0.02, 0.75, 0.13], [0.12, 0.19, 0.18], [0.27, 0.28, 0.09], [-0.32, 0.04, 0.03], [-0.13, -0.20, 0.12], [-0.38, 0.30, -0.35], [-0.14, -0.47, 0.05], [-0.15, -0.12, 0.17], [0.39, -0.01, 0.18], [0.20, -0.02, -0.07], [0.04, 0.32, -0.01], [-0.61, -0.57, 0.48], [-0.19, 0.37, 0.62], [0.50, 0.14, -0.29], [0.06, -0.02, -0.14], [0.26, 0.28, -0.15], [0.27, 0.07, -0.38], [-0.89, -1.02, 1.09], [0.16, 0.56, -0.28], [0.19, 0.19, -0.76], [0.01, 0.34, -0.26], [0.52, 0.40, -0.11], [-0.04, -0.11, -0.02], [0.55, -0.52, 0.12], [-0.37, 0.50, -0.53], [-0.61, 0.09, 0.88], [0.63, 0.29, 0.39], [-0.52, 0.03, -0.12], [-0.70, 0.30, -0.82], [0.09, 0.01, -0.18], [-0.22, 0.30, -0.17], [-0.19, 0.08, 0.17], [-0.04, -0.06, 0.09], [0.13, 0.01, -0.03], [0.25, -0.23, 0.09], [-0.07, -0.08, 0.06], [0.16, 0.01, -0.01], [0.17, 0.02, 0.06], [0.40, -0.27, 0.21], [0.34, -0.28, 0.19], [-0.50, 0.27, 0.02], [-0.80, -0.59, 0.47], [0.08, 1.04, -1.09], [-0.28, -0.61, 0.08], [0.14, 0.82, 0.36], [-0.23, -0.10, -0.03], [0.09, 0.01, 0.10], [0.10, -0.03, -0.13], [0.32, -0.16, 0.01], [0.23, 0.20, 0.26], [0.01, -0.07, -0.25], [0.12, -0.11, 0.33], [0.00, -0.31, 0.02], [-0.06, -0.15, -0.29], [0.00, -0.03, -0.06], [0.39, -0.12, -0.10], [0.38, 0.23, 0.16], [0.70, 0.34, 0.90], [0.40, -0.60, -0.75], [-0.98, -0.60, 0.54], [0.05, -0.36, -0.39], [-0.03, 0.67, -0.09], [-1.30, 0.55, -0.26], [-0.36, 0.11, -0.06], [0.06, 0.12, -0.43], [-0.35, -0.19, -0.19], [0.13, 0.04, 0.46], [0.42, 0.19, 0.17], [0.09, 0.06, -0.09], [-0.06, 0.06, -0.04], [0.16, -0.26, 0.15], [-0.03, 0.01, -0.02], [0.65, -0.04, 0.11], [0.32, 0.08, -0.08], [-1.07, -0.41, -0.18], [0.22, 0.16, -0.08], [-0.25, -0.20, 0.03], [0.49, -0.16, 0.50], [-0.85, 0.60, -0.58], [0.49, -0.49, 0.02], [0.18, 0.04, 0.07], [0.26, 0.09, 0.02], [0.15, 0.20, -0.05], [0.09, 0.16, -0.04], [0.12, -0.04, -0.22], [-0.04, 0.22, 0.11], [0.25, -0.04, -0.13], [0.14, -0.02, 0.24], [0.22, -0.27, 0.11], [-0.26, 0.63, 0.06], [0.02, -0.68, 0.20], [0.67, -0.71, -0.22], [-0.49, 0.02, 0.30], [-0.34, -0.19, -0.10], [0.40, -0.19, 0.01], [-0.16, 0.67, -0.19], [0.70, -0.09, -0.13], [-0.26, 0.18, 0.09], [-0.10, -0.02, 0.08], [-0.06, 0.46, -0.05], [-0.02, -0.06, -0.20], [0.03, 0.18, -0.13], [0.17, 0.22, 0.21], [-0.09, -0.12, 0.08], [0.19, -0.13, 0.11], [-0.14, -0.20, 0.01], [-0.12, 0.18, 0.10], [-0.40, -0.18, 0.07], [-0.03, 0.75, -0.75], [0.04, -1.03, 0.54], [-0.54, -0.14, -0.02], [0.84, 0.42, -0.33], [-1.29, -0.18, 0.03], [1.22, 0.45, -0.56], [-0.11, 0.09, -0.03], [-0.02, -0.04, 0.26], [0.07, -0.33, 0.11], [0.15, 0.10, -0.37], [0.56, -0.11, 0.26], [-0.25, 0.12, 0.02], [0.00, -0.06, 0.09], [0.29, -0.10, -0.12], [0.48, -0.01, 0.05], [-0.36, -0.32, 0.25], [-0.20, -0.02, 0.50], [-0.20, -0.34, -0.78], [-0.96, 1.12, 1.08], [0.00, 0.06, -0.56], [0.32, -0.25, -0.24], [0.11, 0.38, 0.41], [0.73, -0.57, -0.05], [-0.29, 0.75, -1.01], [0.35, 0.27, 0.21], [-0.01, -0.09, 0.07], [-1.33, 0.10, 1.45], [-0.06, -1.13, -0.17], [0.32, -0.17, 0.56], [0.04, 0.28, -0.14], [0.11, -0.25, 0.02], [0.24, 0.18, 0.10], [0.04, -0.23, 0.28], [0.02, -0.15, -0.03], [-0.21, 0.00, -0.09], [0.26, 0.02, -0.10], [-0.22, 0.05, -0.07], [0.05, -0.02, -0.02], [-0.08, 0.02, 0.14], [-0.11, -0.06, -0.09], [0.28, -0.15, -0.42], [0.16, 0.07, 0.06], [0.52, 0.00, -0.52], [0.09, 0.18, 0.12], [0.01, 0.22, -0.01], [0.00, 0.06, -0.02], [-0.17, -0.31, 0.01]]
}